# 1
C14H11I2NS6Ti as an isolated structure, computed with ωB97M-V/def2-TZVPD.

```
35
Properties=species:S:1:pos:R:3:forces:R:3:nbo_charge:R:1
C 3.665 0.409 1.786 0.02 0.03 -0.18 -0.233
H -1.990 0.833 3.142 0.00 0.00 0.04 0.238
H 1.650 3.415 0.813 0.00 0.00 0.02 0.237
C 4.638 0.320 0.811 -0.08 0.00 0.02 -0.131
C -0.910 0.789 3.178 -0.08 0.02 0.04 -0.257
N 1.974 0.525 0.105 -0.23 -0.11 0.22 -0.548
C 0.609 3.714 0.931 0.07 0.00 0.00 -0.725
H -0.575 0.911 5.346 0.00 0.00 0.01 0.242
I -0.234 0.466 -3.252 0.09 0.14 0.02 0.310
S -4.512 2.882 0.341 0.12 0.12 -0.05 0.494
H -2.528 -0.947 -3.299 -0.02 -0.02 0.02 0.206
H 3.932 0.388 2.834 -0.03 0.01 0.02 0.231
C 2.922 0.421 -0.831 0.00 0.00 0.01 0.070
H 5.678 0.235 1.093 0.02 0.00 -0.02 0.227
C 2.325 0.518 1.409 0.23 0.00 0.12 0.215
Ti -0.265 0.392 -0.057 -0.37 -0.06 0.18 0.917
S -5.317 5.727 0.681 0.06 -0.05 -0.02 -0.025
C -1.956 3.306 -0.060 -0.26 -0.33 0.02 -0.491
H 4.990 0.251 -1.324 0.02 0.00 0.01 0.232
C -0.196 0.829 4.340 0.01 0.00 -0.05 -0.389
C 4.264 0.329 -0.528 -0.01 0.00 -0.02 -0.264
S -2.500 4.953 0.139 -0.10 0.01 -0.03 0.456
C -4.180 4.589 0.399 -0.01 0.05 0.06 -0.569
H 0.221 3.334 1.872 -0.03 -0.02 -0.03 0.249
C 1.236 0.624 2.369 -0.04 0.04 -0.07 -0.294
C -1.474 -1.147 -3.388 -0.01 -0.02 0.00 -0.487
S -0.279 2.985 -0.470 -0.02 0.02 0.10 0.328
S -2.687 0.597 -0.175 0.23 0.01 0.06 -0.196
H -1.024 -2.116 -3.261 -0.02 -0.02 0.01 0.212
I -0.100 -2.310 -0.160 -0.03 0.14 -0.08 -0.364
H 2.572 0.398 -1.855 0.04 -0.01 0.00 0.213
C -2.886 2.325 0.023 0.20 0.07 -0.08 -0.327
S 1.493 0.717 4.074 -0.18 0.03 -0.04 0.433
C -0.097 0.671 2.017 0.45 -0.04 -0.26 -0.444
H 0.542 4.798 0.886 -0.03 0.00 -0.03 0.234
```
Positions in Å, forces in eV/Å.

Results
- <S²> = 2.0122
- HOMO-LUMO gap (spin up / spin down) (eV) = 7.1 / 6.9
- net charge = 0
- lowest unoccupied orbital energy (spin up / spin down) (Ha) = -0.025 / -0.034
- spin multiplicity = 3
- E_HOMO (spin up / spin down) (eV) = -7.8 / -7.8
- calculated total energy (eV) = -120514.920

# 2
C16H40F2Li3N2O15S2 as an isolated structure in a non-equilibrium geometry, computed with ωB97M-V/def2-TZVPD.

```
80
Properties=species:S:1:pos:R:3:forces:R:3:lowdin_charge:R:1
O -4.629 3.173 1.637 0.65 0.23 -0.58 -0.147
H -4.836 4.680 -0.671 -0.59 0.04 -0.25 0.128
Li 2.626 -1.985 1.025 0.61 -0.76 -1.28 0.696
O -4.263 -5.074 0.664 -2.08 1.08 -2.18 -0.180
O 1.611 2.213 0.708 1.07 0.74 0.77 -0.263
H -3.121 3.356 3.009 -0.37 -0.53 0.33 0.086
H -1.838 -3.704 2.481 0.46 -0.22 -0.55 0.116
O -3.028 4.148 -0.879 1.97 -1.30 -0.82 -0.182
H -5.880 2.693 0.192 -0.03 -0.13 -0.35 0.130
C -4.800 2.810 0.277 -0.42 -0.97 0.04 -0.209
H 2.943 2.485 -1.033 0.47 0.00 1.12 0.082
O 4.394 -4.918 -0.348 -0.34 0.83 -1.74 -0.014
O -1.429 -2.244 -0.460 1.54 1.33 1.33 -0.320
H -2.712 3.923 1.494 0.16 -0.19 -0.59 0.084
C -3.260 3.103 1.958 0.38 1.11 0.84 -0.128
H 1.032 4.067 1.565 0.12 -0.11 0.26 0.131
C -0.391 0.644 4.148 -0.71 -1.46 1.29 -0.109
O 0.144 0.990 2.909 0.59 0.60 -0.85 -0.256
H -4.742 3.303 -1.778 0.27 -0.20 -0.29 0.128
H 2.138 1.435 -4.135 0.12 0.33 0.37 0.074
O -3.633 -3.371 3.225 -1.67 -0.55 2.63 -0.158
H -1.956 2.427 -0.279 0.38 0.41 0.17 0.027
H -2.405 -4.353 4.612 0.51 -0.04 -0.36 0.075
H 5.734 0.922 -3.940 0.26 0.14 -0.37 0.125
H -3.077 -3.165 1.274 0.23 0.90 0.50 0.117
H 1.275 2.706 -1.180 -0.06 0.21 -0.50 0.073
H -2.811 2.138 1.721 -0.02 -0.17 -0.01 0.083
H -5.092 -5.999 -1.119 0.16 1.24 0.11 0.085
Li 1.397 -4.054 -3.000 0.63 0.99 1.10 0.851
H -2.357 -5.502 0.874 0.77 0.10 0.49 0.120
O 3.837 2.454 -4.970 -1.47 -1.02 -2.91 -0.176
F 2.697 -0.710 -1.691 -1.41 0.08 0.26 -0.248
C 0.559 2.350 2.958 0.94 1.43 -0.50 -0.176
O 3.206 -3.889 -1.844 -0.96 0.00 -2.34 -0.091
C 4.557 2.723 -3.858 0.17 1.44 1.58 -0.257
H 7.592 0.883 -0.948 -0.37 0.42 0.20 0.079
H -0.296 2.922 1.170 0.00 0.37 -0.70 0.102
H -2.392 2.369 -1.895 -0.58 0.18 -0.37 0.094
H 2.175 1.669 -5.875 0.20 0.19 0.00 0.089
Li 1.511 0.209 1.544 -0.78 1.38 -0.11 0.608
H -3.469 -5.888 2.236 0.76 -0.38 0.51 0.117
F -0.704 -1.294 1.597 0.21 -0.09 0.58 -0.235
H 6.224 -0.168 -1.339 -0.24 0.07 -0.16 0.081
C -2.070 3.085 -1.140 -0.81 -0.38 -0.02 -0.081
C -4.355 3.718 -0.847 -0.79 1.78 1.20 -0.230
N 3.950 -3.864 -0.886 0.66 -2.78 4.14 -0.612
O 0.942 -2.275 -2.017 0.03 -2.28 -1.56 -0.391
H -0.151 2.948 3.530 -0.52 0.07 -0.31 0.124
O -1.404 0.218 -0.112 0.44 0.17 0.82 -0.305
C -3.169 -5.138 1.504 -0.14 -1.17 0.76 -0.221
C 2.798 1.476 -5.002 0.56 -0.17 0.05 -0.074
O 4.156 -2.815 -0.238 -0.44 1.82 0.10 -0.127
H -1.121 3.442 -1.540 -0.10 0.56 0.50 0.085
H 3.836 3.169 -3.172 0.17 0.28 0.89 0.113
H -0.588 -0.426 4.223 -0.07 -0.10 -0.71 0.094
C -4.406 -6.127 -0.281 0.20 -0.79 1.07 -0.098
O 6.133 1.834 -2.124 -0.61 -1.42 -0.40 -0.179
S 1.048 -0.947 -1.529 0.85 2.53 -2.43 0.417
H 5.203 3.533 -4.195 0.57 -0.19 0.44 0.137
H -3.759 -3.811 5.403 -0.89 0.84 -0.68 0.081
H 0.276 0.784 4.998 0.40 0.66 -0.09 0.096
S -0.701 -1.034 0.011 -2.59 -1.56 -2.07 0.521
N 1.034 -0.882 0.036 0.12 -0.46 2.55 -0.498
H -4.327 1.843 0.106 -0.03 -0.46 0.15 0.120
H 3.248 0.491 -5.121 -0.08 -0.23 0.01 0.085
H -1.347 1.125 4.357 0.04 0.35 -0.20 0.103
H -3.860 -5.214 4.332 -0.43 0.15 -0.26 0.074
H 4.341 0.908 -2.954 0.14 -0.37 0.99 0.098
H -3.435 -6.451 -0.655 0.18 0.10 -0.20 0.078
H -4.860 -6.994 0.199 0.17 -0.36 0.43 0.079
H 1.441 2.407 3.595 0.59 -0.03 -0.25 0.124
H 2.056 3.998 -0.376 0.76 -0.08 0.35 0.093
C -3.468 -4.201 4.427 1.23 -0.12 -0.99 -0.073
C 5.202 1.527 -3.205 0.91 -0.50 0.03 -0.193
H 7.504 0.258 -2.524 -0.35 -0.11 -0.44 0.080
O 0.500 0.158 -2.299 1.14 -0.80 0.41 -0.286
C 2.098 2.915 -0.496 -2.75 -0.75 -0.40 -0.026
C 6.866 0.626 -1.720 -0.07 1.11 -0.22 -0.081
C 0.729 3.021 1.528 -0.54 -2.26 0.91 -0.129
C -2.874 -3.783 2.149 0.52 -0.75 -1.25 -0.230
```
Positions in Å, forces in eV/Å.

Results
- <S²> = 0.7529
- HOMO-LUMO gap (spin up / spin down) (eV) = 4.5 / 8.1
- net charge = 0
- lowest unoccupied orbital energy (spin up / spin down) (Ha) = -0.033 / -0.035
- spin multiplicity = 2
- E_HOMO (spin up / spin down) (eV) = -5.4 / -9.0
- calculated total energy (eV) = -78643.294

# 3
An isolated ion of composition C3H6N and charge +1 in a non-equilibrium geometry, computed with ωB97M-V/def2-TZVPD.

```
10
Properties=species:S:1:pos:R:3:forces:R:3:nbo_charge:R:1
H -1.327 0.192 -1.433 -3.66 -2.11 -0.27 0.439
C -0.273 0.787 0.194 0.58 -4.26 4.60 -0.220
H 1.543 -2.367 2.047 -0.35 -0.36 -0.43 0.276
H 0.488 1.479 0.473 0.09 0.97 -0.51 0.275
H -0.405 1.284 -1.900 1.17 -0.94 1.04 0.466
H 0.235 -0.285 -1.294 0.12 -0.10 -1.42 0.487
H -1.240 0.857 0.739 0.85 0.40 -0.56 0.273
N -0.447 0.468 -1.216 3.03 2.41 -0.53 -0.685
C 0.930 -1.753 1.408 -0.89 4.28 -0.75 -0.164
C 0.497 -0.662 0.983 -0.95 -0.29 -1.18 -0.147
```
Positions in Å, forces in eV/Å.

Results
- HOMO-LUMO gap (eV) = 10.5
- net charge = +1
- relative energy (zero: lowest compared OMol25 entry of this formula, charge and spin) (kcal per mole) = 67.84
- SMILES = C#CC[NH3+]
- lowest unoccupied orbital energy (Ha) = -0.155
- E_HOMO (eV) = -14.8
- calculated total energy (eV) = -4687.175

# 4
C4H8O2 as an isolated structure, computed with ωB97M-V/def2-TZVPD.

```
14
Properties=species:S:1:pos:R:3:forces:R:3:nbo_charge:R:1
C 1.511 -0.094 -0.910 -0.06 0.16 -0.12 -0.178
H 1.844 -0.238 -1.941 -0.13 0.01 0.19 0.183
H -0.839 1.860 -0.489 -0.07 -0.08 0.08 0.209
H 1.379 -1.905 -0.270 0.48 -0.18 0.08 0.499
O -1.082 -0.852 1.522 -0.15 -0.15 -0.07 -0.712
C -0.400 0.051 0.674 0.14 0.13 -0.11 -0.046
H -1.991 1.488 0.820 0.10 -0.05 -0.08 0.237
O 1.961 -1.141 -0.019 0.01 -0.22 0.00 -0.616
H 0.325 0.583 1.307 -0.07 -0.07 -0.11 0.181
H -1.368 -1.580 0.951 0.02 0.06 0.14 0.472
C -1.371 1.057 0.031 -0.07 0.12 -0.09 -0.630
H 1.861 0.859 -0.499 -0.09 -0.15 -0.01 0.178
H -2.027 0.547 -0.684 0.07 0.09 0.11 0.218
C 0.197 -0.633 -0.495 -0.16 0.33 0.00 0.005
```
Positions in Å, forces in eV/Å.

Results
- HOMO-LUMO gap (eV) = 9.6
- net charge = 0
- relative energy (zero: lowest compared OMol25 entry of this formula, charge and spin) (kcal per mole) = 110.06
- lowest unoccupied orbital energy (Ha) = 0.017
- E_HOMO (eV) = -9.1
- calculated total energy (eV) = -8368.509

# 5
A 2-piece molecular cluster, C4H5N3O overall in a non-equilibrium geometry, computed with ωB97M-V/def2-TZVPD.

```
13
Properties=species:S:1:pos:R:3:forces:R:3:nbo_charge:R:1
N 1.710 1.122 -1.663 1.58 1.40 4.13 -0.585
H 2.119 1.832 -0.499 -2.05 -2.49 -4.13 0.304
N 0.230 -2.140 -0.188 -2.45 -5.17 0.26 -0.740
O -1.202 -0.784 1.238 -1.34 -2.02 0.53 -0.469
H 0.682 -0.775 -2.079 0.87 2.60 1.54 0.222
C -0.568 1.162 0.428 1.90 1.75 -0.94 -0.119
H -1.723 0.712 2.470 0.63 0.86 -2.85 0.249
H -0.255 -3.041 0.169 1.23 1.74 -0.71 0.355
H -0.376 2.275 0.036 -0.40 -3.04 1.29 0.269
C -1.260 0.594 1.397 -1.68 -0.97 2.95 0.052
C 0.944 0.166 -1.345 -1.74 -1.73 -0.46 0.262
C -0.433 -1.139 0.169 2.01 1.31 2.63 0.660
N 0.132 0.016 -0.133 1.44 5.76 -4.23 -0.458
```
Positions in Å, forces in eV/Å.

Results
- HOMO-LUMO gap (eV) = 9.1
- net charge = 0
- relative energy (zero: lowest compared OMol25 entry of this formula, charge and spin) (kcal per mole) = 131.97
- lowest unoccupied orbital energy (Ha) = 0.021
- E_HOMO (eV) = -8.6
- calculated total energy (eV) = -10741.892